Entry from OMol25: one molecule with the formula C4H5NO (ωB97M-V/def2-TZVPD).

Atoms and positions in Å:
O  -0.4408  -1.6244  1.4606
C  -0.3548  -0.5151  0.7172
C  0.4700  0.5734  1.0379
C  0.8410  1.2580  -0.1972
C  0.0054  0.6390  -1.1785
N  -0.7276  -0.4255  -0.7179
H  -0.6906  -2.1790  0.7061
H  0.6744  0.5902  2.0579
H  1.3157  2.2051  -0.4614
H  0.0977  0.6295  -2.2511
H  -1.1904  -1.1511  -1.1736

Calculated values
**SMILES**: Oc1ccc[nH]1
**HOMO-LUMO gap**: 8.072 eV

***

Entry from OMol25: C3H3FI4 as an isolated structure (ωB97M-V/def2-TZVPD).

Atoms and positions in Å:
C  0.4727  -0.0220  0.1744
C  0.2861  0.9773  1.2431
C  -1.2930  0.6135  2.5195
F  -1.1263  1.4945  3.4661
I  -0.0983  3.0190  0.5836
I  1.9403  0.9838  2.6456
I  -3.1368  1.1049  1.5212
I  -1.0732  -1.3542  3.3181
H  1.1154  0.4167  -0.7140
H  -0.5996  -0.2418  -0.3023
H  0.8566  -1.0202  0.4331

Calculated values
**HOMO-LUMO gap (alpha / beta)**: 4.466 / 4.452 eV
**Multiplicity**: 3
**<S²>**: 2.028

***

Entry from OMol25: C30H31BrCrN4O7PS2 as an isolated structure (ωB97M-V/def2-TZVPD).

Atoms and positions in Å:
Cr  -0.7836  0.3921  0.2753
C  3.1130  1.2360  -0.4319
C  1.8127  0.9154  -0.8020
N  0.7449  1.6607  -0.5408
C  0.9788  2.9264  -0.0565
C  2.2587  3.2971  0.4151
C  3.3204  2.3962  0.2596
C  2.4650  4.5614  1.0486
C  1.4862  5.4831  1.0985
C  0.2246  5.2210  0.4894
C  -0.7604  6.2171  0.3813
C  -1.9445  5.9317  -0.2429
C  -2.1218  4.6377  -0.7451
N  -1.2129  3.6944  -0.6764
C  -0.0501  3.9493  -0.0618
H  3.9190  0.5445  -0.6323
H  1.6107  -0.0316  -1.2873
H  4.2955  2.6348  0.6646
H  3.4358  4.7679  1.4808
H  1.6377  6.4365  1.5890
H  -0.5615  7.2009  0.7885
H  -2.7165  6.6776  -0.3699
H  -3.0490  4.3671  -1.2446
O  -1.9565  -0.7528  1.3413
S  -1.7768  -0.1278  2.7217
O  -3.0655  0.0301  3.3462
O  -0.7668  -0.8189  3.4743
S  -1.1190  1.7225  2.1389
O  1.8270  0.8791  2.3945
C  1.6219  -0.2396  1.9619
O  0.7410  -0.5822  1.0627
C  2.5232  -1.3681  2.3897
C  3.0904  -2.1925  1.4216
C  3.9620  -3.2018  1.7828
C  4.2494  -3.3894  3.1268
C  3.7014  -2.5698  4.1028
C  2.8426  -1.5526  3.7285
N  5.1413  -4.4782  3.5167
O  5.5381  -5.2279  2.6410
O  5.4402  -4.5795  4.6914
H  2.8547  -2.0296  0.3791
H  4.4210  -3.8449  1.0467
H  3.9589  -2.7412  5.1377
H  2.3983  -0.8972  4.4652
Br  -6.2634  1.5284  -3.2332
C  -4.6892  1.4077  -2.2032
C  -3.4513  1.3600  -2.8318
C  -2.3326  1.1833  -2.0505
N  -2.3769  1.0326  -0.7186
C  -3.5685  1.1643  -0.1237
C  -4.7476  1.3537  -0.8229
H  -3.3631  1.4622  -3.9036
H  -1.3434  1.1834  -2.4869
H  -3.5799  1.1122  0.9574
H  -5.6818  1.4564  -0.2915
C  -3.5589  -2.0867  -1.1558
C  -2.2056  -2.7598  -0.9531
P  -0.7441  -1.6766  -1.2521
C  -0.6998  -1.5638  -3.1047
C  -0.5564  -2.8591  -3.9016
C  0.6371  -2.8338  -0.8496
C  0.3953  -4.3396  -0.9565
H  -4.3630  -2.8149  -1.0470
H  -3.6492  -1.6311  -2.1449
H  -3.7001  -1.3250  -0.3971
H  -2.1166  -3.6378  -1.5937
H  -2.1251  -3.0736  0.0891
H  0.1246  -0.8881  -3.3547
H  -1.6245  -1.0615  -3.4009
H  0.4116  -3.3275  -3.7304
H  -0.6386  -2.6414  -4.9674
H  -1.3423  -3.5704  -3.6494
H  0.8904  -2.5961  0.1819
H  1.4860  -2.5327  -1.4732
H  -0.3770  -4.6560  -0.2578
H  1.3141  -4.8624  -0.6869
H  0.1107  -4.6611  -1.9567

Calculated values
**HOMO-LUMO gap (alpha / beta)**: 7.222 / 7.591 eV
**Multiplicity**: 2
**<S²>**: 0.768

***

Entry from OMol25: a 3-piece molecular cluster, C19H34NO7S overall (ωB97M-V/def2-TZVPD).

Atoms and positions in Å:
N  -1.3857  1.3413  2.4398
C  -1.1147  2.4469  2.3684
O  -0.8135  3.7002  2.1467
S  -1.5041  4.3394  0.7360
C  -2.9994  3.5284  0.5338
C  -3.1340  2.4546  -0.3457
C  -4.3736  1.8434  -0.4278
C  -5.4096  2.3212  0.3626
C  -5.2673  3.3906  1.2334
C  -4.0397  4.0183  1.3325
H  -0.7351  3.8147  -0.2513
H  -2.2882  2.1290  -0.9333
H  -4.5062  1.0022  -1.0842
H  -6.3670  1.8246  0.3072
H  -6.0839  3.7538  1.8329
H  -3.8660  4.8428  2.0074
C  1.2401  -0.4044  -3.2580
O  0.2056  -1.3277  -2.9852
C  -0.4725  -1.1581  -1.7620
C  -1.9769  -1.2242  -1.9021
O  -2.5827  -0.1509  -2.6115
C  -2.3312  0.0021  -4.0066
C  -2.9072  -1.0693  -4.9094
O  -2.3085  -2.3332  -4.7109
C  -3.2052  -3.4105  -4.5155
H  2.2095  -0.8108  -2.9586
H  1.2578  -0.2239  -4.3335
H  1.0765  0.5536  -2.7532
H  -0.2092  -0.2040  -1.2856
H  -0.1604  -1.9679  -1.0906
H  -2.3843  -1.1538  -0.8876
H  -2.3003  -2.1897  -2.2909
H  -1.2679  0.1521  -4.1978
H  -2.8280  0.9377  -4.2787
H  -2.7149  -0.7624  -5.9447
H  -3.9923  -1.1193  -4.7709
H  -4.1232  -3.0916  -4.0132
H  -2.7090  -4.1477  -3.8835
H  -3.4561  -3.8837  -5.4685
C  1.3018  -0.1400  1.6892
O  2.6809  0.0891  1.8427
C  3.0440  1.0285  2.8384
C  4.1679  0.5442  3.7325
O  3.8631  -0.5390  4.5894
C  3.5831  -1.8204  4.0475
C  4.7431  -2.5365  3.3862
O  5.1906  -1.8949  2.2052
C  6.5824  -1.6551  2.1363
H  0.9017  0.4813  0.8755
H  1.1583  -1.1884  1.4202
H  0.7459  0.0491  2.6074
H  2.1812  1.2904  3.4631
H  3.3913  1.9400  2.3326
H  4.4043  1.3717  4.4068
H  5.0743  0.3533  3.1555
H  2.7113  -1.7896  3.3911
H  3.2947  -2.4274  4.9092
H  4.3971  -3.5408  3.1120
H  5.5589  -2.6483  4.1069
H  7.0152  -1.4767  3.1244
H  6.7389  -0.7615  1.5304
H  7.0977  -2.4930  1.6579

Calculated values
**Net charge**: +1
**HOMO-LUMO gap**: 5.016 eV

***

Entry from OMol25: C11H18CeCl2N2O2P as an isolated structure (ωB97M-V/def2-TZVPD).

Atoms and positions in Å:
C  -6.1440  -0.2681  -0.7523
C  -4.6821  0.1125  -0.5749
H  -6.3607  -0.5743  -1.7893
H  -6.8084  0.5834  -0.4863
H  -6.3856  -1.1174  -0.0735
O  -3.7341  -0.0741  -1.3656
Cl  -4.3788  0.8796  0.9938
Ce  -1.0189  0.6740  -0.4502
P  0.3567  -1.8582  -0.1293
C  1.2425  -3.1813  -1.0616
C  1.1372  -2.1584  1.5015
H  -1.8435  -2.1912  0.8803
H  -0.8813  -3.6693  0.6265
H  -1.7593  -2.9379  -0.7404
C  -1.2034  -2.7342  0.1782
H  0.5957  -1.5977  2.2696
H  1.0672  -3.2310  1.6799
H  1.1809  -4.1137  -0.4511
H  2.3089  -2.9146  -1.2239
H  2.1822  -1.8331  1.4976
H  0.7659  -3.3459  -2.0489
C  0.7801  -0.1144  -2.1024
O  1.6072  -0.5722  -2.7660
Cl  -0.6687  0.7628  2.1253
N  0.6584  4.0079  -0.3178
C  1.6896  3.1352  0.1129
C  2.9147  3.7072  0.5286
C  3.9939  2.8683  0.7466
C  3.8063  1.4855  0.5568
C  2.5520  1.0028  0.1546
N  1.4762  1.8150  -0.0514
H  -0.2655  3.7605  0.0484
H  0.8774  4.9388  0.0655
H  2.9770  4.7830  0.6589
H  4.9705  3.2721  1.0785
H  4.6266  0.7604  0.7047
H  2.3673  -0.0623  -0.0232

Calculated values
**Net charge**: +2
**HOMO-LUMO gap (alpha / beta)**: 7.112 / 7.173 eV
**Multiplicity**: 2
**<S²>**: 0.751

***

Entry from OMol25: a 15-piece molecular cluster, C39H105N3O42S12 overall (ωB97M-V/def2-TZVPD).

Atoms and positions in Å:
C  9.0664  -0.2925  -2.8744
N  9.3186  1.1838  -2.8785
O  10.1531  1.6695  -2.0959
O  8.7125  1.8571  -3.6526
H  10.0087  -0.6947  -2.5023
H  8.9194  -0.5720  -3.9177
H  8.1906  -0.5178  -2.2659
C  4.8725  -2.9274  3.7646
N  6.2447  -3.2682  3.3451
O  6.6971  -2.7216  2.3226
O  6.9135  -4.0025  4.0284
H  4.6596  -3.5893  4.6040
H  4.2098  -3.1651  2.9324
H  4.8672  -1.8980  4.1227
C  -8.6197  -5.0167  0.3973
N  -7.3045  -5.7625  0.5505
O  -6.3275  -5.1030  0.9715
O  -7.3945  -6.9508  0.4089
H  -9.2344  -5.5409  1.1290
H  -8.9829  -5.2606  -0.6011
H  -8.4388  -3.9459  0.4905
O  3.1446  -8.1773  -3.1166
S  3.5305  -6.7898  -2.9350
O  4.7580  -6.4377  -2.1491
O  3.7009  -6.1189  -4.4587
C  4.4961  -6.7240  -5.4305
C  5.9517  -6.2924  -5.2282
C  2.1411  -5.7431  -2.3328
H  4.2434  -6.2740  -6.3906
H  4.4006  -7.8008  -5.5694
H  6.2108  -6.6892  -4.2466
H  6.1436  -5.2284  -5.0898
H  6.5328  -6.7113  -6.0498
H  2.0235  -6.0264  -1.2868
H  1.2920  -5.9166  -2.9939
H  2.4757  -4.7091  -2.4166
O  -1.3266  -10.8687  2.7729
S  -1.3459  -9.4404  2.5554
O  -0.1622  -8.6868  2.9952
O  -1.5339  -9.0756  0.9963
C  -2.1871  -10.0897  0.1726
C  -2.6662  -9.4516  -1.1094
C  -2.9441  -8.7411  3.3092
H  -3.1285  -10.1910  0.7127
H  -1.6779  -11.0288  -0.0440
H  -3.0844  -10.2270  -1.7513
H  -1.8508  -8.8671  -1.5355
H  -3.4198  -8.6980  -0.8810
H  -2.8925  -8.8880  4.3880
H  -3.7839  -9.3400  2.9568
H  -3.0075  -7.7404  2.8819
O  1.5527  -2.8984  9.1019
S  0.1133  -3.2150  9.1864
O  -0.6510  -3.7923  8.0750
O  -0.1231  -4.0632  10.5786
C  -0.1134  -5.5014  10.4738
C  -1.3835  -5.9780  11.2055
C  -0.7534  -1.5672  9.6796
H  0.8182  -5.8436  10.9245
H  -0.1018  -5.8251  9.4330
H  -1.2752  -7.0527  11.3515
H  -2.2405  -5.8035  10.5549
H  -1.4341  -5.6313  12.2376
H  -0.2864  -1.2001  10.5935
H  -1.7854  -1.8640  9.8669
H  -0.6981  -0.7858  8.9217
O  1.7182  3.3587  -9.0243
S  2.6048  4.4917  -9.1707
O  3.8243  4.5446  -8.4394
O  2.8731  4.5952  -10.7966
C  3.7271  5.5796  -11.2473
C  5.1552  5.0643  -11.1783
C  1.6211  6.1136  -8.9387
H  3.6126  6.5305  -10.7270
H  3.4775  5.7905  -12.2871
H  5.8441  5.8250  -11.5457
H  5.1175  4.1488  -11.7687
H  5.4047  4.8103  -10.1481
H  2.2930  6.9673  -8.8495
H  1.0595  6.1568  -8.0055
H  0.9164  6.2685  -9.7557
O  10.7766  -1.0948  -10.6248
S  10.1829  0.2216  -10.4083
O  10.1321  1.1882  -11.4614
O  8.6326  0.1250  -9.8429
C  8.2708  -1.0528  -9.1391
C  6.8186  -0.6763  -8.7086
C  11.0294  1.0474  -8.9339
H  8.9415  -1.3690  -8.3401
H  8.3093  -1.9069  -9.8152
H  6.2205  -0.5932  -9.6161
H  6.7451  0.2667  -8.1668
H  6.2749  -1.4865  -8.2228
H  11.1005  0.2515  -8.1926
H  10.2429  1.7118  -8.5758
H  11.8881  1.6238  -9.2783
O  -4.2126  7.2919  -5.5403
S  -5.3406  6.4547  -5.0280
O  -5.9958  5.4495  -5.9010
O  -4.8595  5.6591  -3.5745
C  -4.0573  6.3172  -2.6306
C  -4.5280  6.3692  -1.1681
C  -6.6140  7.4480  -4.2837
H  -3.9469  7.3615  -2.9228
H  -3.0547  5.9008  -2.7278
H  -4.5377  5.3355  -0.8224
H  -5.5878  6.6043  -1.0698
H  -3.9865  6.9250  -0.4026
H  -7.3052  6.7553  -3.8035
H  -7.1636  7.8671  -5.1265
H  -6.2110  8.2162  -3.6238
O  4.5928  7.8758  -1.5485
S  3.3657  7.1590  -1.2932
O  2.3803  6.8583  -2.2979
O  3.7123  5.7690  -0.4889
C  4.9984  5.5839  0.1220
C  5.1201  4.2331  0.8354
C  2.5234  8.0906  0.1200
H  5.1788  6.3523  0.8738
H  5.8855  5.7296  -0.4944
H  6.0202  4.2261  1.4500
H  5.0889  3.4977  0.0315
H  4.3066  3.9832  1.5165
H  1.5963  7.5903  0.3998
H  2.3045  9.0668  -0.3126
H  3.3217  8.2160  0.8515
O  -10.3664  -1.7417  4.0997
S  -9.9748  -2.3583  5.3884
O  -10.7845  -3.4086  6.0598
O  -8.3971  -2.9431  5.2861
C  -7.8874  -3.5976  6.3725
C  -6.4706  -3.1083  6.7287
C  -9.6661  -1.0207  6.6975
H  -7.9625  -4.6504  6.1006
H  -8.4632  -3.3806  7.2722
H  -6.4249  -2.0436  6.4997
H  -5.7713  -3.6022  6.0540
H  -6.1494  -3.4003  7.7285
H  -9.4553  -1.4002  7.6973
H  -10.5787  -0.4252  6.7238
H  -8.9268  -0.2955  6.3573
O  -5.6535  3.2667  8.0539
S  -5.9278  3.7124  6.6894
O  -6.0111  2.6590  5.7153
O  -7.3268  4.6578  6.7581
C  -7.7776  5.0048  8.0362
C  -8.7268  6.2447  7.8568
C  -4.6973  4.9771  6.2936
H  -6.9557  5.3960  8.6358
H  -8.2858  4.1822  8.5393
H  -8.2603  6.9878  7.2101
H  -9.0568  6.8526  8.6992
H  -9.6303  5.8903  7.3606
H  -4.8453  5.7913  7.0030
H  -4.7257  5.2176  5.2309
H  -3.7405  4.4922  6.4875
O  0.6317  0.1749  2.5730
S  -0.1913  0.3266  1.3671
O  -0.9574  1.5332  1.0892
O  0.7269  -0.0446  0.0338
C  0.4265  0.5830  -1.2104
C  1.2242  -0.0496  -2.3690
C  -1.3298  -1.1848  1.2691
H  0.7887  1.6076  -1.1262
H  -0.6417  0.5126  -1.4158
H  0.7658  -0.9909  -2.6723
H  2.2170  -0.2357  -1.9595
H  1.4315  0.5507  -3.2549
H  -1.0745  -1.9356  2.0169
H  -1.4111  -1.5520  0.2460
H  -2.2987  -0.7474  1.5101
O  -5.1344  -1.4208  -2.9202
S  -5.0642  -1.9417  -4.2843
O  -3.9390  -2.7756  -4.7306
O  -6.4543  -2.7748  -4.6486
C  -6.3762  -3.7218  -5.7555
C  -5.7913  -5.0499  -5.3678
C  -5.2625  -0.4347  -5.3294
H  -5.9259  -3.3703  -6.6838
H  -7.3845  -3.8754  -6.1402
H  -6.1739  -5.3584  -4.3949
H  -4.7065  -4.9638  -5.3048
H  -5.9562  -5.8942  -6.0373
H  -6.1807  0.1123  -5.1152
H  -5.3266  -0.6595  -6.3941
H  -4.3934  0.1917  -5.1284
O  2.4736  5.8125  7.3930
S  3.6120  5.5715  6.5295
O  3.4581  5.4608  5.0849
O  4.8315  6.7277  6.9272
C  6.0124  6.8579  6.0619
C  7.3269  6.9451  6.7448
C  4.4076  4.0074  7.1340
H  5.7627  7.6338  5.3382
H  6.1241  5.9451  5.4769
H  8.1517  6.4911  6.1955
H  7.2740  6.5398  7.7552
H  7.5622  8.0014  6.8748
H  4.7540  4.1606  8.1561
H  5.2945  3.8286  6.5260
H  3.6025  3.2744  7.1849

Calculated values
**HOMO-LUMO gap**: 10.535 eV

***

In the order shown, the computed calculated total energy values come out to -285.34145, -1406.52049, -6663.70991, -1723.47791, -2426.33064, -9650.78744 Ha.
In the order shown, the computed max |F| values come out to 6.3, 4.1, 2.4, 1.1, 4.7, 4.6 eV/A.